# 1
Molecular formula: C22H47N4O6SiSn
Method: DFT, wB97M-V/def2-TZVPD

Structure (ORCA input):
```
! RIJCOSX wB97M-V def2-TZVPD def2/J DEFGRID3
* xyz 3 1
Sn -10.58292 -11.78050 -2.25513
C -14.28876 -14.08928 -0.84567
C -12.90967 -13.51175 -0.90420
N -12.73817 -12.50707 -1.71588
O -13.84757 -11.66407 -1.98211
C -11.63802 -14.28263 -0.48919
C -11.48020 -15.41165 0.53343
N -10.61177 -13.66794 -1.05916
O -9.44680 -14.11792 -1.44562
H -14.45778 -14.80032 -0.02820
H -14.53956 -14.46738 -1.85922
H -15.01311 -13.31811 -0.64587
H -13.43289 -10.77488 -2.18775
H -11.97893 -16.36589 0.31367
H -11.79034 -15.11332 1.55373
H -10.37833 -15.66176 0.60391
C -5.52492 -12.30172 -2.42421
C -7.04972 -12.50956 -2.60246
N -7.90468 -11.59265 -1.76464
C -7.55990 -11.84314 -0.32219
C -6.04914 -11.87728 -0.05746
N -5.27486 -11.30248 -1.25052
C -5.91087 -9.98122 -1.65236
C -7.38809 -10.15011 -2.05328
H -5.12691 -11.94743 -3.37268
H -5.06134 -13.27528 -2.21225
H -7.26537 -13.54835 -2.33362
H -7.36615 -12.41041 -3.64493
H -7.98998 -12.79562 -0.00215
H -8.03849 -11.04092 0.28706
H -5.73680 -12.89364 0.22292
H -5.83697 -11.25102 0.84450
H -4.26334 -11.10509 -1.07202
H -5.40795 -9.54555 -2.52210
H -5.78358 -9.32089 -0.80941
H -7.46224 -9.97272 -3.14464
H -8.00076 -9.40793 -1.51287
C -8.07942 -16.12273 -4.27652
C -9.45420 -16.41604 -4.85400
C -9.34528 -16.93061 -6.32182
C -10.32970 -17.33169 -4.01648
O -10.22703 -15.18134 -4.88025
Si -9.96393 -13.63878 -5.31731
O -10.11161 -12.72453 -3.96096
O -11.09096 -13.25379 -6.46293
C -12.47808 -13.68055 -6.66021
C -13.17397 -12.43557 -7.19208
C -13.06667 -14.06192 -5.29927
C -12.50229 -14.78746 -7.71996
O -8.59086 -13.42333 -6.15302
C -8.25226 -12.48447 -7.32606
C -6.70271 -12.62450 -7.36671
C -8.74840 -11.12845 -6.87228
C -8.87507 -13.00480 -8.66151
H -7.33148 -16.94173 -4.44811
H -8.11569 -15.95179 -3.17627
H -7.64931 -15.22440 -4.71368
H -8.81705 -17.86510 -6.31041
H -8.81728 -16.22412 -6.94061
H -10.35366 -17.08298 -6.64979
H -9.75494 -18.25317 -3.90150
H -11.26221 -17.54718 -4.54512
H -10.50816 -16.86739 -3.04355
H -12.85997 -11.56302 -6.63008
H -14.25478 -12.55337 -7.17049
H -12.89083 -12.33983 -8.24461
H -13.07965 -13.25444 -4.58641
H -12.51006 -14.94213 -4.90222
H -14.10697 -14.33442 -5.47580
H -12.27827 -14.30122 -8.67919
H -13.49113 -15.26690 -7.85825
H -11.80668 -15.59388 -7.50966
H -6.37144 -12.63135 -6.33042
H -6.30823 -11.76114 -7.84826
H -6.41922 -13.52487 -7.87684
H -8.51766 -10.90655 -5.83374
H -9.80909 -11.15583 -7.03126
H -8.31485 -10.35290 -7.51964
H -8.53904 -14.03846 -8.84841
H -8.53813 -12.32598 -9.46299
H -9.98266 -12.94293 -8.52014
*
```

For the orbital gap (spin up / spin down), the calculation gives 0.217 / 0.175 Ha. The value obtained for the HOMO energy (spin up / spin down) is -17.3 / -17.3 eV.

---

# 2
Molecular formula: C22H48As4N2S4SbV
Method: DFT, wB97M-V/def2-TZVPD

Structure (ORCA input):
```
! RIJCOSX wB97M-V def2-TZVPD def2/J DEFGRID3
* xyz 0 3
V 0.09996 -0.94558 0.04012
C 3.41412 -2.87956 0.85628
As 1.88037 -2.78298 -0.35187
C 2.83234 -2.63275 -2.03613
C 1.34634 -4.65951 -0.46553
C 0.37414 -5.21232 0.58613
C 0.81826 -4.86920 2.00579
C -1.05209 -4.67452 0.34932
As -1.47672 -2.81899 0.84656
C -1.90932 -2.94431 2.74252
C -3.27277 -2.75426 0.13509
C 0.27006 -6.74447 0.43072
As 1.77010 -8.04303 0.35827
C 2.45735 -7.71032 -1.45637
C 3.25452 -7.23209 1.35648
H 4.04991 -3.73092 0.61002
H 3.07974 -2.96081 1.88886
H 3.99654 -1.96305 0.74750
H 3.45191 -3.51857 -2.18343
H 3.46814 -1.74824 -2.01827
H 2.10269 -2.53808 -2.83773
H 2.28267 -5.21768 -0.43492
H 0.92897 -4.78889 -1.46862
H 0.88365 -3.78831 2.16574
H 1.79365 -5.29318 2.24205
H 0.09758 -5.25763 2.72926
H -1.77154 -5.30967 0.87553
H -1.29549 -4.73491 -0.71660
H -2.46865 -3.85919 2.94168
H -2.52980 -2.08045 2.98110
H -1.01254 -2.92121 3.35842
H -3.82951 -3.59900 0.54272
H -3.24062 -2.79278 -0.95128
H -3.72096 -1.80640 0.42605
H -0.26663 -6.96694 -0.49906
H -0.37697 -7.11858 1.22968
H 1.62560 -7.51066 -2.13163
H 2.96624 -8.60972 -1.80001
H 3.15499 -6.87493 -1.50269
H 3.04374 -7.24258 2.42492
H 3.49935 -6.21760 1.04475
H 4.12148 -7.86946 1.17990
S -3.65921 0.61783 -1.83178
As -1.97324 1.48729 -1.03788
S -0.05728 0.20922 -2.05764
S -0.69741 -1.75028 -2.09820
S -1.62608 0.36659 0.98092
N 1.04699 -0.31901 2.78554
C 2.00650 0.27462 1.98868
C 3.14132 0.90150 2.51939
C 4.08137 1.41927 1.65969
C 3.87436 1.33046 0.28311
C 2.72518 0.72130 -0.15954
N 1.80502 0.19603 0.66867
H 1.19907 -0.20178 3.77565
H 0.09584 -0.04258 2.52055
H 3.25506 0.96562 3.59292
H 4.96326 1.90948 2.05071
H 4.57410 1.73575 -0.43251
H 2.49444 0.63128 -1.21298
C 3.29410 5.48883 -3.02532
C 2.53931 5.39655 -1.70593
Sb 1.23229 3.68210 -1.60281
C -0.60948 4.62930 -2.23825
C -0.49947 6.05906 -2.74603
C 0.89026 3.80268 0.51909
C 0.51457 5.18374 1.03526
H 3.95987 6.35443 -3.05130
H 2.61229 5.57926 -3.87351
H 3.90153 4.59861 -3.20215
H 1.96123 6.30196 -1.52725
H 3.23918 5.29384 -0.87230
H -1.29876 4.57155 -1.39430
H -1.02668 3.98260 -3.01188
H -0.16018 6.74553 -1.96884
H -1.46797 6.42637 -3.09377
H 0.19558 6.14700 -3.58388
H 1.80281 3.44120 1.00316
H 0.10588 3.07567 0.74442
H 1.31649 5.90807 0.87982
H 0.29483 5.16688 2.10574
H -0.37427 5.57115 0.53267
*
```

For the orbital gap (spin up / spin down), the calculation gives 0.247 / 0.250 Ha. The value obtained for the HOMO energy (spin up / spin down) is -6.7 / -6.9 eV.

---

# 3
Molecular formula: C22H48AsN2Si3W
Method: DFT, wB97M-V/def2-TZVPD

Structure (ORCA input):
```
! RIJCOSX wB97M-V def2-TZVPD def2/J DEFGRID3
* xyz 3 1
W 12.28990 8.00452 8.15435
C 15.18264 7.42674 7.70576
N 13.87108 6.79245 7.47924
C 13.66519 6.24078 6.07843
C 13.71611 5.73155 8.53314
C 13.48695 6.28831 9.97459
N 12.27618 7.21172 10.04440
C 12.42025 8.20509 11.19103
C 10.98172 6.43944 10.31672
H 16.01135 6.71393 7.57419
H 15.26589 7.84832 8.71086
H 15.30897 8.17225 6.92076
H 14.43455 5.47756 5.94013
H 13.67470 7.10344 5.39942
H 12.73299 5.66271 6.18434
H 14.65586 5.10770 8.55366
H 12.91587 5.04016 8.28948
H 14.33386 6.85410 10.31955
H 13.32860 5.47530 10.70010
H 12.53447 7.56742 12.06944
H 11.51336 8.87548 11.23771
H 13.32871 8.83747 11.06903
H 11.25365 5.57926 10.94838
H 10.47673 6.09244 9.44478
H 10.30666 7.15881 10.84709
C 8.93589 11.26450 7.05691
Si 10.19757 11.59767 8.45041
C 9.56247 11.07846 10.10016
C 10.68854 13.41154 8.41427
As 12.34446 10.46808 7.99220
Si 12.54892 10.81112 5.47269
C 14.29552 10.48508 4.90244
C 11.89783 12.57183 5.14005
C 11.36888 9.65128 4.65356
Si 14.15548 12.03640 8.88564
C 15.56358 10.86860 9.05299
C 14.46269 13.50435 7.79323
C 13.43512 12.62639 10.57903
H 7.96466 11.54590 7.48212
H 8.89863 10.21025 6.82147
H 9.10251 11.84613 6.18108
H 9.07557 10.07880 10.00267
H 8.83691 11.73195 10.55660
H 10.42127 10.94890 10.80388
H 11.74684 13.59906 8.40314
H 10.32788 13.99292 9.30456
H 10.24753 13.77652 7.50647
H 14.88733 11.42001 4.98416
H 14.30590 10.19256 3.86045
H 14.83190 9.76947 5.50060
H 12.10988 13.25656 5.95135
H 10.80307 12.46799 5.05262
H 12.29200 12.89219 4.15230
H 11.85878 8.72896 4.31117
H 10.91182 10.22766 3.80907
H 10.54715 9.26748 5.31635
H 15.40661 9.87725 9.61683
H 16.34368 11.41937 9.53051
H 16.00027 10.71002 8.05321
H 15.11177 13.26102 6.96081
H 14.85310 14.33313 8.39441
H 13.48432 13.84774 7.41553
H 13.04391 13.62790 10.44775
H 14.20764 12.64878 11.39540
H 12.63472 11.96468 10.90512
C 10.73013 7.60473 7.47965
C 9.46327 6.91997 7.18742
C 9.50921 6.05653 6.06697
C 8.42007 5.32948 5.74828
C 7.22547 5.52848 6.45563
C 7.14116 6.37333 7.56284
C 8.28439 7.03524 8.00260
H 10.47615 6.01599 5.50523
H 8.51000 4.71996 4.86149
H 6.31646 5.02042 6.05176
H 6.15928 6.49436 8.03661
H 8.36768 7.55374 9.00615
*
```

For the orbital gap, the calculation gives 0.225 Ha. The value obtained for the HOMO energy is -16.7 eV.

---

| no. | M (g mol⁻¹) | calculated total energy (Ha) |
| --- | --- | --- |
| 1 | 610.44 | -2039.70530 |
| 2 | 941.30 | -12696.73886 |
| 3 | 683.66 | -4146.90909 |